Here is a cluster of 5 separate species, C30H43BrF4N2O14S in total in a non-equilibrium geometry from OMol25. Energies are from ωB97M-V with the def2-TZVPD basis set.

Spin multiplicity   1
SMILES string   CCC[C@H](CCCCO)O[C@](CNS)(C[C@@H](C)Br)c1ccccn1.O=C1OC[C@@H](F)O1.O=C1OC[C@@H](F)O1.O=C1OC[C@@H](F)O1.O=C1OC[C@@H](F)O1
DFT total energy   -155197.698 eV

Geometry as XYZ:
```
95
Properties=species:S:1:pos:R:3:forces:R:3:mulliken_charge:R:1
C 3.1298 -2.0465 2.1799 0.147 0.488 -0.578 -1.02
C 1.6215 -1.8704 1.7226 0.330 -1.351 0.537 -0.17
C 1.4124 -1.9707 0.1697 -0.079 0.459 0.004 -0.90
C 1.6435 -0.5851 -0.6048 1.460 -2.420 0.101 0.49
C 3.1960 -0.5794 -1.0003 -0.642 0.750 -0.626 -0.98
C 3.7892 0.8600 -1.2163 0.988 -0.287 0.049 -0.19
C 5.3422 0.9071 -0.8646 -0.632 0.620 0.193 -0.32
C 5.5842 1.2344 0.6633 0.079 -0.780 -0.215 -0.47
O 4.9654 2.4578 1.0839 -0.156 -0.288 -0.065 -0.59
O 1.2684 0.5266 0.2052 -0.051 0.318 -1.246 -0.40
C 0.1311 1.2538 -0.2889 -1.136 -0.017 0.899 2.10
C 0.3417 1.9084 -1.6951 1.027 -0.008 -1.064 -1.42
N 1.2190 3.1309 -1.6456 -1.317 -0.222 0.083 -0.33
S 0.8341 4.2339 -2.9614 0.347 0.455 -0.550 -0.20
C -0.1414 2.3625 0.8232 -0.196 -1.196 -0.065 -1.97
C -1.6250 2.8015 0.9758 0.512 1.047 2.376 1.10
C -1.6344 3.9025 2.1343 0.132 0.573 -1.459 -1.45
Br -2.4206 3.6867 -0.5995 0.173 -0.386 0.227 -0.14
C -1.0868 0.2151 -0.2595 0.165 0.810 -1.646 0.19
C -1.8485 0.0140 -1.4783 -1.811 -2.039 1.763 -0.82
C -2.9801 -0.9314 -1.4259 1.596 0.790 2.083 -0.94
C -3.2389 -1.5794 -0.1455 1.562 1.612 -1.043 -0.56
C -2.3405 -1.2640 0.9492 -0.838 -0.680 -0.598 -0.96
N -1.2869 -0.4043 0.9406 -1.723 -0.379 -2.157 0.48
H 3.2353 -2.2162 3.2786 -0.231 0.102 -0.838 0.41
H 3.7431 -1.1385 1.9251 -0.612 -0.737 0.308 0.03
H 3.6298 -2.8975 1.6338 -0.640 0.695 0.594 0.30
H 1.0861 -2.7611 2.1689 0.375 0.881 -0.433 0.37
H 1.1554 -0.9746 2.1996 0.420 -0.584 -0.700 0.15
H 0.4057 -2.4148 -0.0702 0.842 0.627 0.320 -0.08
H 2.1652 -2.6984 -0.2420 -0.712 0.598 0.342 0.61
H 1.0951 -0.6988 -1.5708 0.037 0.679 0.847 0.35
H 3.8109 -1.2150 -0.3133 -0.560 0.858 -0.340 0.50
H 3.2495 -1.0960 -2.0030 0.001 0.319 1.048 0.14
H 3.3188 1.6640 -0.5989 0.086 -0.887 -0.340 0.01
H 3.6381 1.1564 -2.2941 0.208 -0.273 0.953 0.41
H 5.8547 -0.0654 -1.1422 -0.529 1.324 0.277 -0.03
H 5.7530 1.7908 -1.4294 -0.015 -1.041 0.406 0.43
H 6.6868 1.3383 0.8478 -0.978 -0.023 -0.191 0.39
H 5.2203 0.4043 1.3258 0.327 0.497 -0.651 0.01
H 4.0813 2.2686 1.4411 0.524 -0.004 -0.288 0.35
H 0.8425 1.2211 -2.4416 -0.764 0.167 0.916 0.14
H -0.6002 2.2381 -2.1953 0.618 -0.472 0.946 0.88
H 2.1915 2.8797 -1.8326 -0.346 -0.043 0.009 0.39
H -0.5135 4.1543 -3.1876 0.621 -0.431 0.759 0.14
H 0.1367 1.8507 1.7912 -0.426 0.448 -0.881 0.25
H 0.5427 3.2375 0.7301 -0.647 -0.655 -0.309 0.58
H -2.3214 2.0062 1.3351 0.653 0.402 -0.953 -0.17
H -1.3158 3.4725 3.1133 -0.323 0.316 -0.771 0.24
H -0.9098 4.6987 1.7987 -0.550 -0.766 0.607 0.52
H -2.6283 4.4179 2.1784 0.843 -0.725 0.276 0.33
H -1.6857 0.5168 -2.4495 0.227 -0.256 1.013 0.38
H -3.6047 -1.0926 -2.3282 0.485 0.012 0.830 0.48
H -4.0902 -2.2800 -0.0229 0.863 0.603 0.009 0.50
H -2.5417 -1.8001 1.9131 0.346 0.593 -0.882 0.55
O -8.1381 0.7495 1.1588 0.224 0.164 -0.195 -0.52
C -7.5777 1.6093 0.5622 -0.221 -0.584 0.593 0.62
O -6.8958 2.6303 1.1491 -0.299 -0.282 -0.437 -0.30
C -6.2613 3.3601 0.1007 0.408 0.579 0.396 0.10
C -7.1119 3.0190 -1.0868 0.305 -0.235 -0.455 0.28
F -6.3783 2.9992 -2.2269 -0.104 0.036 -0.121 -0.27
O -7.5412 1.7019 -0.8008 -0.143 0.458 0.455 -0.31
H -5.2304 3.0166 -0.0073 -0.082 -0.037 -0.234 -0.16
H -6.2534 4.4280 0.3156 -0.093 -0.107 0.181 0.29
H -7.9812 3.6677 -1.2208 0.057 -0.029 -0.168 0.25
O -1.2146 -4.7862 -1.4567 -0.283 -0.128 0.085 -0.50
C -2.1677 -5.2919 -0.9639 0.661 0.415 -0.518 0.63
O -3.3891 -4.6934 -0.8670 0.306 -0.451 0.139 -0.25
C -4.2864 -5.6699 -0.3422 -0.683 0.394 0.039 -0.43
C -3.3555 -6.6111 0.3656 -0.028 -0.624 -0.142 0.29
F -3.8252 -7.8814 0.3333 0.051 -0.048 0.129 -0.29
O -2.1792 -6.5421 -0.4158 -0.271 0.618 0.231 -0.31
H -4.8229 -6.1491 -1.1642 0.129 -0.193 0.096 0.28
H -5.0116 -5.2146 0.3317 0.137 0.161 -0.069 0.28
H -3.1276 -6.3295 1.3967 -0.029 -0.167 0.008 0.29
O 6.9350 -1.9749 -1.9487 0.223 0.181 -0.416 -0.49
C 7.5795 -1.5114 -2.8345 -0.546 -0.559 0.571 0.65
O 8.4141 -2.2344 -3.6293 -0.187 0.435 0.214 -0.36
C 8.8915 -1.3528 -4.6417 0.481 -0.450 -0.422 -0.46
C 8.7223 -0.0084 -3.9970 -0.329 0.452 -0.334 0.27
F 8.4472 0.9454 -4.9190 0.061 0.127 0.069 -0.28
O 7.5833 -0.1898 -3.1781 0.515 -0.487 0.101 -0.22
H 8.2811 -1.4662 -5.5405 -0.052 0.232 0.065 0.28
H 9.9292 -1.5686 -4.8924 -0.065 -0.148 0.173 0.27
H 9.5692 0.3071 -3.3827 -0.049 0.142 -0.082 0.29
O -5.4449 -0.4697 6.1284 0.157 0.132 -0.266 -0.51
C -4.7851 0.0279 5.2778 -0.606 -0.517 0.513 0.46
O -3.9256 -0.6581 4.4736 -0.168 0.435 0.171 -0.38
C -3.4336 0.2666 3.5061 0.522 -0.370 -0.275 -0.05
C -3.6299 1.5828 4.1987 -0.433 0.314 -0.200 0.61
F -3.8959 2.5693 3.3087 -0.072 0.128 0.039 -0.24
O -4.7840 1.3615 4.9846 0.571 -0.393 0.078 -0.32
H -4.0232 0.1808 2.5900 -0.059 0.258 0.062 0.18
H -2.3886 0.0679 3.2705 -0.052 -0.100 0.134 0.07
H -2.7993 1.8820 4.8435 -0.033 0.157 -0.094 0.18
```
Forces are in eV/Å.

***

Here is a cluster of 17 separate species, C32H106N8O17 in total in a non-equilibrium geometry from OMol25. Energies are from ωB97M-V with the def2-TZVPD basis set.

Spin multiplicity   1
Energy above the lowest of the compared OMol25 structures with the same formula, charge and spin   82.9 kcal/mol
DFT total energy   -81625.471 eV

Geometry as XYZ:
```
163
Properties=species:S:1:pos:R:3:forces:R:3:mulliken_charge:R:1
C 3.8964 -0.2722 1.4810 0.430 0.042 0.444 -1.50
C 4.3649 -0.6652 0.0807 0.929 0.862 0.092 1.80
C 4.3806 0.5146 -0.9032 -2.153 1.320 -0.612 0.50
O 5.3956 1.5256 -0.8010 0.381 -0.567 0.950 -0.51
C 4.9906 2.8960 -0.8400 0.572 -0.287 -0.026 -0.47
N 5.7005 -1.1550 0.1330 2.411 -1.159 0.244 -0.84
H 4.4597 0.5652 1.8929 -0.064 0.390 -0.299 0.25
H 4.1365 -1.0615 2.1934 -0.208 -0.342 -0.181 0.55
H 2.8274 -0.0649 1.5302 -0.066 0.113 -0.098 -0.04
H 3.7469 -1.5169 -0.2036 -0.330 0.422 -0.711 -0.76
H 3.4279 1.0069 -0.7083 -0.361 0.295 -0.497 -0.67
H 4.3942 0.2237 -1.9536 -0.162 -0.492 0.102 0.40
H 5.8513 3.4951 -0.5428 0.166 -0.226 0.353 0.38
H 4.1809 3.1087 -0.1420 -0.233 -0.096 -0.095 0.01
H 4.7821 3.2637 -1.8447 -0.597 -0.404 -0.152 0.32
H 5.9416 -1.8188 -0.5890 -0.673 -0.594 -0.030 0.30
H 6.3763 -0.4449 -0.1098 -0.055 0.716 0.562 0.27
C -0.2890 -4.3647 -1.5470 0.330 -0.574 0.448 -1.26
C 0.9971 -5.0132 -1.0036 0.679 1.658 1.137 0.40
C 2.2198 -4.0268 -1.0183 -1.141 -0.827 -2.293 -0.51
O 3.4227 -4.6602 -0.7755 2.234 -1.636 0.104 -0.43
C 3.9367 -5.5087 -1.8567 -1.056 0.810 0.305 -0.75
N 0.8823 -5.4389 0.4044 -0.538 -0.875 -0.476 -0.73
H -1.1248 -4.9877 -1.2285 -0.110 -0.013 -0.017 0.33
H -0.2903 -4.3362 -2.6366 0.103 0.165 0.028 0.31
H -0.4522 -3.3664 -1.1409 0.072 0.129 -0.029 0.01
H 1.2432 -5.8805 -1.6163 -0.012 -0.070 0.094 0.47
H 2.1179 -3.2070 -0.3073 -0.200 -0.075 0.041 0.24
H 2.2738 -3.6509 -2.0400 -0.102 0.775 -0.251 0.43
H 3.7316 -4.9981 -2.7977 -0.015 0.013 -0.210 0.32
H 3.4532 -6.4851 -1.8895 -0.256 -0.002 0.160 0.27
H 5.0073 -5.7106 -1.8226 -0.034 0.522 0.701 0.30
H 0.9478 -4.6410 1.0201 -0.139 0.296 0.001 0.19
H 1.7295 -5.9590 0.5825 0.105 -0.217 0.294 0.38
C -0.1320 -1.1283 2.8231 -0.831 0.255 -0.526 -0.89
C -1.0372 -0.8085 4.0323 0.524 -0.202 -0.540 0.70
C -0.4195 -1.4412 5.3190 -0.175 0.354 -0.683 -1.07
O -0.9994 -0.8382 6.4095 -2.343 0.388 1.773 -0.36
C -0.7443 -1.3966 7.7066 1.480 0.824 -0.818 -0.74
N -1.2654 0.6351 4.0726 1.248 -0.722 0.096 -0.68
H 0.8374 -0.6299 2.8126 0.138 0.025 0.646 0.08
H -0.6135 -0.7064 1.9409 -0.217 -0.097 -0.200 -0.08
H 0.0355 -2.1832 2.6056 -0.054 -0.094 0.326 0.33
H -2.0872 -1.0463 3.8614 0.143 -1.706 0.058 0.66
H 0.6464 -1.2326 5.4108 0.537 -0.187 -0.640 0.31
H -0.5842 -2.5187 5.3296 0.045 -0.284 -0.145 0.62
H -0.6334 -2.4809 7.7051 -0.325 -0.080 -0.107 0.32
H -1.4183 -1.0424 8.4867 -0.454 -0.069 -0.571 0.27
H 0.2242 -0.9581 7.9469 0.396 -0.352 0.589 0.20
H -1.8140 0.7532 4.9124 0.007 0.700 0.204 0.36
H -0.3425 1.0222 4.2082 -0.138 1.011 0.219 -0.15
C -2.5476 -4.3989 2.5952 -0.779 0.494 -0.477 -1.29
C -3.9204 -3.8450 2.1375 -0.212 -0.264 1.068 0.89
C -4.1234 -3.8459 0.6114 0.048 -0.953 1.142 -1.24
O -3.3591 -2.8261 0.0005 -0.230 0.016 0.002 0.41
C -3.6835 -2.7932 -1.3745 1.474 -0.236 -0.738 -0.69
N -4.9412 -4.6826 2.8581 0.563 0.378 -1.174 -0.79
H -2.5081 -4.5455 3.6746 -0.235 0.081 0.078 0.57
H -1.7601 -3.6804 2.3677 0.161 -0.371 -0.385 -0.02
H -2.4441 -5.3794 2.1304 0.536 0.109 -0.085 0.39
H -4.0075 -2.7921 2.4055 0.053 0.216 0.433 0.11
H -5.1758 -3.6977 0.3695 -0.274 -0.018 0.065 0.40
H -3.8220 -4.8285 0.2484 0.010 -0.130 -0.353 0.44
H -4.7034 -2.4856 -1.6055 -0.155 -0.094 0.209 0.51
H -3.4282 -3.7585 -1.8116 -0.656 -0.456 0.009 0.43
H -2.9693 -2.1765 -1.9201 -0.225 0.635 0.453 -0.39
H -4.6356 -4.8496 3.8061 -0.015 0.076 -0.023 0.26
H -5.8627 -4.2700 2.8865 -0.002 0.149 -0.067 0.25
C 0.4183 6.5231 -0.4394 0.995 0.969 0.781 -1.04
C 1.7720 6.5122 -1.1926 -1.217 -0.757 -1.124 0.37
C 2.8546 5.8457 -0.3980 0.247 -0.526 1.656 0.25
O 2.9965 6.5042 0.8784 -0.967 0.474 -0.880 -0.45
C 3.7227 5.7817 1.8060 1.037 -0.589 -0.178 -0.48
N 1.5273 5.6900 -2.3910 0.669 0.251 -0.172 -0.74
H 0.4684 7.3387 0.2820 -0.283 -0.373 0.615 0.30
H 0.3061 5.5350 0.0069 0.026 0.113 0.458 -0.02
H -0.5014 6.6832 -1.0021 0.397 0.158 -0.685 0.50
H 2.1400 7.4739 -1.5501 -0.354 0.310 0.309 0.39
H 3.8184 5.6914 -0.8831 0.282 0.910 -0.414 0.59
H 2.6096 4.7977 -0.2256 -0.743 -0.309 0.254 -0.61
H 3.2506 4.8873 2.2124 -0.628 -0.148 -0.141 0.04
H 4.0096 6.3934 2.6613 -0.039 0.258 -0.232 0.34
H 4.6069 5.4201 1.2810 0.623 -0.111 0.357 0.32
H 1.4284 4.7384 -2.0675 -0.048 -0.414 -0.213 0.16
H 0.6115 5.9780 -2.7049 -0.043 -0.196 -0.483 0.30
C 2.8436 2.6233 4.0213 -0.795 -0.501 0.782 -1.52
C 2.1307 1.7181 5.1362 1.652 0.891 -0.795 1.51
C 2.8884 1.5150 6.4626 1.051 -1.052 -0.511 -0.77
O 4.2223 0.9649 6.2361 -0.021 1.104 2.014 -0.32
C 4.8785 0.6396 7.5192 0.012 -1.168 -1.395 -0.86
N 0.8517 2.3114 5.3769 -1.371 0.275 0.349 -0.62
H 3.8958 2.4194 3.8227 -0.069 -0.094 0.356 0.44
H 2.6734 3.6840 4.2055 0.308 0.069 0.444 0.49
H 2.2932 2.4663 3.0937 -0.024 -0.284 -0.057 0.12
H 1.9916 0.7741 4.6092 -0.087 -0.350 0.368 -0.34
H 2.4223 0.7917 7.1317 -0.756 -0.297 -0.235 0.21
H 2.8315 2.4340 7.0460 0.716 0.500 -0.134 0.34
H 4.4718 -0.2907 7.9156 -0.777 0.117 0.240 0.33
H 4.9377 1.3814 8.3157 -0.437 0.482 -0.437 0.32
H 5.8899 0.2882 7.3153 0.165 0.604 -0.486 0.29
H 0.2659 1.7907 6.0139 0.012 -0.616 0.027 0.16
H 0.8512 3.2226 5.8125 0.649 0.378 -0.302 0.29
C -1.8968 -3.1238 -4.7821 -0.094 0.508 0.724 -1.26
C -2.3512 -2.1021 -5.8391 -0.021 -1.970 -1.375 0.42
C -3.8296 -2.2619 -6.3356 1.957 -0.206 0.647 -0.59
O -3.8835 -3.4986 -6.9682 -0.869 -0.456 -0.126 -0.33
C -5.1861 -4.0310 -7.1196 0.100 -0.447 -0.644 -0.80
N -2.1054 -0.7835 -5.3961 -0.456 1.222 1.314 0.02
H -1.8364 -4.1829 -5.0329 -0.490 0.201 -0.528 0.55
H -2.5035 -3.0122 -3.8835 -0.316 -0.174 0.044 -0.10
H -0.8966 -2.8863 -4.4197 0.213 0.323 -0.246 0.33
H -1.6512 -2.2503 -6.6613 -0.399 -0.279 -0.620 0.44
H -4.0516 -1.4419 -7.0185 -0.174 0.154 -0.212 0.42
H -4.4858 -2.1856 -5.4686 -0.289 -0.094 0.188 0.31
H -5.6409 -4.3855 -6.1946 0.235 0.020 0.330 0.30
H -5.0762 -4.8712 -7.8053 -0.050 -0.119 0.160 0.26
H -5.9100 -3.3655 -7.5899 0.157 0.499 -0.045 0.33
H -2.6795 -0.6918 -4.5702 0.085 0.307 0.777 -0.33
H -2.5865 -0.1315 -5.9991 0.189 0.168 -0.613 0.19
C -1.0048 0.1619 -1.9263 0.150 0.263 0.230 -0.73
C -1.4456 1.3751 -1.0888 2.162 -0.945 -0.539 2.80
C -0.5863 2.6290 -1.4763 -0.939 -0.609 1.348 -1.96
O 0.7416 2.6102 -0.9330 0.037 -0.960 -0.709 0.98
C 0.8908 2.5051 0.4814 -0.936 0.760 0.570 -0.37
N -2.8136 1.6077 -1.3423 -1.681 0.717 -0.550 -0.88
H 0.0833 0.0973 -1.9229 0.015 -0.399 -0.124 0.27
H -1.3849 0.2330 -2.9454 0.379 0.516 -0.212 0.30
H -1.4777 -0.7628 -1.5956 0.291 -0.096 0.554 -0.67
H -1.5065 1.0985 -0.0363 1.638 0.331 0.303 -0.68
H -1.0706 3.5767 -1.2406 -0.293 0.139 0.994 0.40
H -0.6728 2.7293 -2.5582 1.265 -0.516 -0.341 0.38
H 0.6765 3.4991 0.8738 0.261 0.116 0.405 0.22
H 1.8568 2.1543 0.8446 0.466 0.315 -0.974 -0.29
H 0.2237 1.8406 1.0306 -0.604 -0.258 -0.626 -0.01
H -3.2166 1.1263 -0.5511 -1.054 0.236 0.027 0.31
H -2.9020 2.5964 -1.1561 -1.058 0.207 -0.102 -0.03
O -3.3790 2.4230 -4.8803 0.103 -0.059 -0.363 -0.71
H -3.3928 1.6409 -4.3286 -0.333 -0.351 0.307 0.38
H -2.9534 2.1387 -5.6891 0.150 0.145 -0.254 0.30
O -4.0921 0.0561 -3.2794 -0.506 -0.900 -0.989 -0.68
H -4.8645 -0.2074 -2.7791 -0.255 0.009 -0.059 0.25
H -3.5697 0.5682 -2.6622 0.686 0.975 1.179 0.17
O -3.6980 4.5953 -1.0061 -0.107 -0.031 0.766 -0.66
H -3.3196 4.4758 -0.1350 0.232 0.055 0.406 0.30
H -4.6372 4.4598 -0.8804 -0.381 0.031 -0.027 0.26
O -2.9011 1.6604 1.9936 -0.167 1.067 -0.639 -0.72
H -3.4923 0.9498 1.7453 -0.231 -0.266 -0.046 0.41
H -2.2024 1.2302 2.4866 0.532 -0.097 0.861 0.20
O -4.1320 -0.4559 1.0401 -0.586 0.488 0.015 -0.60
H -3.7101 -1.3081 0.9304 0.453 -0.687 -0.367 0.24
H -4.9456 -0.5249 0.5406 -0.273 0.015 -0.038 0.29
O 0.5853 -0.1400 -5.4344 1.130 -0.074 -0.086 -0.70
H 0.3530 0.7072 -5.8146 0.085 0.255 0.044 0.24
H -0.2511 -0.5939 -5.3308 -1.066 -0.079 0.056 0.29
O 2.3697 2.3373 -3.1654 0.232 0.699 -0.489 -0.66
H 2.4392 1.4074 -3.3814 0.090 -0.546 -0.006 0.47
H 1.8095 2.3623 -2.3896 -0.099 -0.009 0.447 0.21
O 2.3582 -0.4508 -3.3593 0.437 -0.260 0.730 -0.46
H 3.1144 -0.9059 -3.7297 0.250 -0.094 -0.046 0.22
H 1.6833 -0.5177 -4.0348 -0.652 0.211 -0.753 0.20
O -3.2747 4.7532 -3.5215 0.195 0.508 -0.370 -0.69
H -3.3939 4.5072 -2.6042 0.133 0.206 0.097 0.37
H -3.1231 3.9238 -3.9746 -0.061 -0.238 -0.462 0.42
```
Forces are in eV/Å.

***

Summary of HOMO-LUMO gap in eV
8.46 8.37
(order as listed above)